Here is a structure of composition C26H44BrCaN3P2S at a distorted geometry from the Open Molecules 2025 dataset. Energies are from the ωB97M-V functional and the def2-TZVPD basis.

The geometry in XYZ format:
```
78
Properties=species:S:1:pos:R:3:forces:R:3
Br 1.091 0.396 -0.925 0.075 0.500 0.243
Ca 0.071 2.965 -1.191 0.800 -1.112 0.594
S -0.648 3.093 1.399 -0.131 -0.270 0.408
P -1.386 -2.621 -1.741 -0.581 1.050 -0.566
P 5.142 -0.282 -1.020 1.752 -0.499 -0.064
N -0.693 0.484 2.090 -0.225 0.759 -0.150
N 1.264 1.607 2.546 -1.041 0.385 0.270
N -5.898 4.844 -5.391 -0.210 0.258 0.123
C -1.798 1.890 -2.764 -0.033 0.365 -0.911
C -0.940 1.082 -3.554 -0.378 0.310 0.326
C 5.567 2.410 -1.086 -0.155 0.255 0.183
C -5.905 5.486 -4.225 0.348 0.094 0.539
C -0.842 -0.277 -3.301 0.065 -0.326 0.403
C -1.728 3.358 -2.813 2.705 -1.681 0.154
C -3.891 4.348 -3.508 0.202 -0.471 0.657
C -1.022 -2.402 0.017 0.426 0.091 0.301
C -2.892 -3.557 -2.063 -0.251 -0.202 -0.019
C 4.370 -1.355 0.239 -0.213 0.010 -0.166
C -4.935 3.967 -5.662 0.634 -0.339 0.390
C 5.002 -2.021 -3.193 -0.161 0.079 -0.146
C -3.899 3.687 -4.768 -0.062 0.148 -0.427
C -1.605 -0.897 -2.294 -0.134 0.226 -0.180
C -2.528 -0.101 -1.586 -0.137 -0.213 0.063
C -0.215 -3.520 -4.191 -0.093 -0.080 -0.087
C 0.000 1.633 2.055 0.944 -0.741 0.059
C -4.147 -3.049 -1.355 -0.324 -0.037 0.079
C -0.907 -3.610 0.932 -0.116 -0.396 0.150
C 4.300 -0.808 -2.561 -0.222 0.174 0.206
C -2.648 1.256 -1.831 -0.048 -0.191 0.022
C -2.872 4.090 -2.521 -2.543 1.263 -1.174
C 5.299 -1.638 1.417 -0.166 -0.213 0.123
C -0.120 -3.505 -2.651 0.622 -0.186 0.234
C 4.533 1.387 -0.618 -0.300 0.013 -0.155
C -4.941 5.255 -3.237 -0.320 0.071 -0.085
H 5.449 -0.754 2.043 0.034 -0.062 -0.089
H 6.074 -1.831 -3.349 -0.334 -0.017 0.139
H 4.337 0.054 -3.246 -0.138 -0.230 0.096
H 5.638 2.435 -2.178 0.064 -0.009 0.149
H -3.140 -0.546 -0.790 0.180 0.265 -0.449
H -1.761 -1.706 0.428 -0.089 -0.099 -0.302
H 0.855 -3.115 -2.323 -0.191 -0.070 -0.074
H -1.619 0.470 1.680 0.333 0.105 0.138
H -0.826 3.829 -3.262 -1.100 -0.050 -0.477
H -0.204 -4.537 -2.265 0.202 0.297 -0.095
H 4.561 -2.232 -4.174 0.078 -0.083 0.164
H 4.406 1.421 0.473 0.006 0.046 -0.177
H 6.280 -1.989 1.080 -0.176 0.136 -0.006
H -4.984 3.465 -6.629 0.004 0.145 0.244
H -3.394 1.853 -1.299 0.302 -0.289 0.073
H -0.326 -4.425 0.497 0.019 0.064 0.025
H 1.511 0.906 3.244 0.019 0.178 -0.419
H 6.558 2.172 -0.680 -0.217 0.009 -0.163
H -1.023 -4.170 -4.554 0.246 0.165 0.178
H -0.262 -0.407 2.295 0.091 0.249 0.084
H -0.407 -3.318 1.863 -0.097 -0.087 -0.204
H -4.975 -3.748 -1.527 0.217 0.186 0.030
H -4.460 -2.069 -1.736 0.082 -0.272 0.070
H -3.039 -3.528 -3.156 0.136 -0.037 0.305
H -3.128 2.972 -5.060 -0.162 0.244 0.290
H -4.012 -2.976 -0.269 0.004 -0.014 -0.175
H -0.071 -0.856 -3.798 -0.163 0.223 -0.127
H 4.127 -2.286 -0.285 -0.070 0.006 0.147
H 3.542 1.502 -1.080 0.266 0.332 0.186
H -1.891 -4.000 1.202 0.100 -0.044 -0.062
H -0.366 1.578 -4.342 -0.003 -0.385 0.253
H -6.699 6.213 -4.044 0.167 -0.268 -0.174
H 1.715 2.511 2.650 -0.083 -0.361 -0.065
H -2.677 -4.608 -1.799 -0.059 0.334 -0.030
H 4.869 -2.428 2.040 0.074 0.107 0.110
H 5.302 3.409 -0.733 0.036 0.088 -0.128
H 4.900 -2.924 -2.575 0.068 0.237 -0.111
H -0.087 -1.823 0.016 -0.083 -0.102 -0.192
H -4.986 5.782 -2.285 -0.007 -0.102 -0.189
H 0.736 -3.904 -4.582 -0.341 0.066 0.077
H -3.069 4.442 -1.502 -0.176 0.640 -0.185
H -0.374 -2.525 -4.616 0.041 -0.319 0.055
H 3.255 -1.008 -2.278 0.084 -0.027 -0.514
H 3.435 -0.868 0.535 -0.094 -0.291 0.196
```
Positions in Å, forces in eV/Å.

For the HOMO energy (alpha / beta), the calculation gives -11.26 / -11.26 eV. The spin multiplicity is 1. For the total energy, the calculation gives -5513.38593 Eh. The calculation puts the energy above the lowest of the compared OMol25 structures with the same formula, charge and spin at 2.0075 eV. The charge is +2. The value obtained for the largest force on an atom is 3.19 eV/Å.

---

Here is a structure of composition C26H44BrN3NiOP2 at a distorted geometry from the Open Molecules 2025 dataset. Energies are from the ωB97M-V functional and the def2-TZVPD basis.

The geometry in XYZ format:
```
78
Properties=species:S:1:pos:R:3:forces:R:3
Br 3.415 5.285 1.231 0.688 0.716 0.473
Ni -0.176 -0.270 -0.942 1.878 -0.555 0.084
P 3.012 -0.570 0.209 -0.792 2.591 0.607
P -1.211 -2.019 -0.507 -0.809 -1.708 0.181
O -1.186 0.281 2.810 0.493 0.128 0.534
N -1.022 -0.426 4.999 0.416 0.739 -0.420
N -4.676 2.684 -3.213 0.162 0.334 -0.046
N 0.468 1.121 4.161 0.141 -0.222 0.299
C 2.024 -0.588 1.762 -0.677 -0.595 -0.307
C 2.210 4.004 -0.957 -0.103 -0.179 0.087
C -3.014 -2.035 -0.660 -0.582 -0.359 -0.435
C -1.406 -3.975 1.539 0.021 -0.497 0.203
C -1.679 0.912 -0.876 0.641 2.129 -0.389
C -0.730 -2.683 1.147 -0.154 0.421 -0.340
C 2.974 -1.354 -2.448 -0.214 -0.099 0.071
C 0.251 2.735 0.614 0.303 0.113 -0.244
C -3.897 2.054 -1.035 0.632 0.382 -0.286
C 1.342 3.089 -1.546 0.205 0.172 0.488
C -3.922 1.725 -3.750 0.042 -0.642 0.642
C 1.125 3.653 1.204 0.060 -0.203 -0.542
C 2.129 4.260 0.425 -1.066 -1.007 -0.762
C 5.038 1.477 -0.199 0.132 0.076 -0.109
C 2.780 -1.304 2.883 0.288 -0.242 0.325
C 3.602 1.174 0.240 1.030 -0.008 0.427
C -0.637 0.345 3.916 -0.113 -0.377 0.183
C -3.065 0.914 -2.977 -0.321 0.867 -0.415
C -4.676 2.856 -1.887 0.126 -0.980 -0.143
C -2.926 1.203 -1.616 -0.961 -0.466 -0.754
C -0.657 -3.262 -1.752 -0.190 0.071 0.640
C -3.780 -1.807 0.651 -0.226 0.218 0.072
C 0.365 2.450 -0.764 0.605 -0.700 -0.185
C -0.446 -2.723 -3.162 -0.052 -0.091 -0.326
C -0.447 1.458 -1.482 -3.095 1.758 0.405
C 2.099 -0.687 -1.370 -0.366 -0.900 0.016
H -0.940 -1.875 1.870 0.108 -0.231 -0.215
H -3.266 -3.029 -1.076 -0.009 0.408 0.172
H 3.479 1.516 1.279 0.057 -0.281 -0.237
H -1.938 -0.826 4.908 -0.148 -0.104 0.117
H 1.051 3.904 2.260 0.003 -0.050 -0.170
H 3.309 -0.592 3.526 -0.065 -0.168 -0.180
H 2.985 4.463 -1.562 -0.059 0.097 0.169
H 0.275 -3.678 -1.340 -0.216 -0.179 -0.187
H 3.520 -1.997 2.466 -0.109 -0.024 0.320
H -4.718 -1.267 0.455 0.320 -0.227 0.119
H 1.225 -1.399 -1.173 0.705 0.282 -0.241
H 1.435 2.803 -2.602 -0.010 0.397 0.396
H 0.760 1.790 3.469 -0.118 -0.006 0.172
H -4.022 -2.772 1.109 -0.107 0.363 -0.067
H -1.397 -2.556 -3.682 0.210 -0.021 0.145
H 1.055 -1.068 1.564 0.344 0.102 0.025
H 0.122 -3.465 -3.737 -0.169 0.243 -0.024
H 2.091 -1.880 3.512 0.151 0.167 -0.151
H 0.112 -1.773 -3.194 -0.113 -0.225 0.071
H -1.090 -4.234 2.554 -0.113 -0.149 -0.131
H -1.112 -4.786 0.869 -0.025 -0.052 0.093
H 5.220 2.557 -0.077 -0.043 -0.408 -0.118
H -2.476 0.140 -3.463 0.162 0.214 0.029
H 0.362 -2.832 1.102 -0.300 0.019 0.032
H 5.223 1.204 -1.247 -0.014 0.116 0.308
H -1.834 1.053 0.191 0.270 0.102 0.111
H -1.450 -4.022 -1.743 0.523 -0.190 -0.089
H -0.434 1.526 -2.585 -0.123 0.063 0.562
H 0.946 1.085 5.061 -0.332 0.214 -0.618
H 3.247 -2.360 -2.118 0.076 0.121 -0.208
H -3.300 -1.301 -1.439 0.209 -0.361 0.459
H -3.976 1.589 -4.837 -0.084 0.060 0.477
H 1.777 0.326 -1.703 0.285 -0.430 0.373
H 3.877 -0.763 -2.607 -0.034 -0.108 -0.101
H -5.309 3.658 -1.489 0.169 -0.453 -0.138
H 2.417 -1.430 -3.385 0.173 0.039 0.096
H -2.494 -3.912 1.530 0.192 0.025 0.045
H -0.500 2.206 1.205 0.195 0.310 -0.028
H -3.199 -1.231 1.382 -0.158 0.017 -0.130
H 2.875 1.744 -0.353 -0.004 -0.309 -0.039
H 1.788 0.447 2.047 0.207 -0.223 -0.467
H 5.752 0.943 0.443 -0.131 0.175 -0.251
H -3.962 2.201 0.042 0.271 0.073 -0.188
H -0.763 -0.085 5.922 -0.291 -0.293 -0.349
```
Positions in Å, forces in eV/Å.

The expectation value of S² is 2.041. For the HOMO energy (alpha / beta), the calculation gives -13.45 / -13.71 eV. The spin multiplicity is 3. For the total energy, the calculation gives -6021.00592 Eh. The calculation puts the energy above the lowest of the compared OMol25 structures with the same formula, charge and spin at 0.1530 eV. The charge is +2. The value obtained for the largest force on an atom is 3.58 eV/Å.

---

Here is a cluster of 6 separate species, C26H44ClN6O2S in total at a distorted geometry from the Open Molecules 2025 dataset. Energies are from the ωB97M-V functional and the def2-TZVPD basis.

The geometry in XYZ format:
```
80
Properties=species:S:1:pos:R:3:forces:R:3
Cl 4.351 1.717 -0.772 -0.681 -0.520 -0.405
S 3.066 1.072 -2.287 -1.071 2.394 -7.801
O 2.145 2.262 -2.744 2.818 -3.810 2.778
O 3.941 0.685 -3.543 -2.532 0.916 5.331
N -2.369 1.878 -3.411 0.928 0.996 -0.466
N -1.035 6.677 0.773 -1.745 -0.414 0.458
N 1.767 -4.547 0.115 1.741 3.390 3.384
N 1.695 -3.191 5.245 -1.179 -0.632 0.876
N 1.591 2.633 2.767 0.960 1.052 -0.461
N -0.075 -5.271 -3.922 -1.381 -0.429 0.540
C -3.237 5.630 1.757 -0.105 -0.093 0.317
C 2.743 -1.737 -2.474 -0.527 0.238 -0.663
C 2.781 -4.027 -0.924 -0.398 -0.264 0.713
C -1.068 5.013 -4.297 -0.252 0.297 -0.057
C -2.447 -5.583 -1.357 0.080 0.028 0.500
C -1.432 -6.303 -0.480 0.145 0.015 0.009
C -3.219 3.555 0.279 0.044 -0.110 -0.055
C -0.568 3.568 -4.313 0.315 0.192 0.188
C 1.821 -3.646 1.367 -2.711 6.196 0.798
C 1.565 -2.490 2.165 0.982 -5.972 -4.385
C 1.721 6.008 0.936 0.169 0.013 0.136
C -2.239 5.253 -5.241 -0.125 0.113 -0.006
C 0.725 -3.653 5.683 0.973 0.632 -0.533
C -1.085 -5.581 -3.442 1.130 0.203 -0.611
C -0.488 -6.313 4.750 0.112 -0.095 -0.100
C 3.392 4.324 1.865 0.290 0.148 0.132
C -3.230 4.103 1.700 0.066 -0.456 -0.122
C 2.009 -0.435 -1.778 -0.787 -1.511 0.415
C -2.359 -5.981 -2.831 -0.290 0.160 0.038
C 2.387 3.379 2.372 -0.791 -0.931 0.281
C 2.891 5.768 1.881 -0.197 0.316 -0.137
C -0.499 -5.765 6.172 -0.016 -0.392 -0.134
C 2.030 -3.176 -2.129 0.543 -0.966 -0.403
C -0.507 -4.238 6.229 -0.073 -0.052 0.215
C -1.572 2.624 -3.806 -0.718 -0.883 0.309
C -2.006 6.215 1.211 0.875 0.623 -0.511
H -2.311 -4.500 -1.250 -0.023 -0.158 -0.112
H 3.686 4.042 0.847 -0.187 -0.078 0.172
H 0.368 -6.159 6.715 -0.116 0.159 -0.006
H 0.909 -0.260 -2.208 2.659 0.072 0.671
H 3.872 -1.713 -2.158 -2.205 -0.232 -0.699
H -1.570 -6.016 0.568 0.139 -0.027 -0.164
H -4.124 3.728 2.211 0.108 0.168 0.040
H -0.405 -6.049 -0.761 -0.052 0.064 0.177
H -3.116 4.666 -4.952 0.110 0.008 -0.050
H 1.435 7.064 0.954 -0.006 -0.290 -0.030
H 2.128 -3.860 -3.102 -0.330 1.740 1.941
H -1.972 4.990 -6.271 -0.051 0.013 0.087
H 0.421 -6.024 4.215 -0.157 0.051 0.007
H 3.597 -3.340 -0.437 -1.310 -1.291 -0.956
H -1.352 -5.950 4.183 0.128 -0.021 0.019
H 1.243 -1.598 2.885 1.190 -2.903 -1.789
H -4.082 3.918 -0.288 0.085 -0.042 0.014
H 0.844 5.421 1.226 0.322 0.106 -0.085
H -3.348 5.944 2.801 0.128 0.127 -0.180
H 4.292 4.255 2.487 -0.160 -0.203 -0.036
H -1.550 -7.389 -0.552 -0.045 0.022 -0.010
H -4.107 6.020 1.214 0.242 0.035 -0.027
H 2.647 -1.588 -3.651 0.461 -0.091 2.647
H -0.618 -3.924 7.273 0.101 0.111 -0.165
H -3.181 -5.503 -3.375 0.220 -0.051 -0.108
H -2.497 -7.064 -2.933 0.183 0.144 -0.051
H 0.332 3.499 -3.691 -0.158 -0.259 -0.058
H 1.891 -0.509 -0.615 0.616 0.203 -2.042
H -2.363 3.709 2.244 -0.137 0.146 -0.016
H -0.273 3.287 -5.331 -0.137 -0.102 0.177
H -3.260 2.462 0.297 0.028 0.191 -0.082
H 1.987 5.746 -0.093 -0.042 -0.007 0.072
H 2.597 6.054 2.898 0.117 -0.109 -0.087
H -1.362 5.299 -3.280 0.140 -0.101 -0.104
H -0.530 -7.406 4.769 -0.012 0.123 -0.037
H -0.244 5.673 -4.588 -0.004 -0.181 0.111
H -3.453 -5.816 -0.991 -0.010 0.062 -0.205
H 3.287 -5.012 -1.367 -0.890 2.262 0.613
H 3.716 6.428 1.590 0.038 -0.166 0.104
H -1.377 -3.848 5.686 0.229 0.006 -0.031
H -2.525 6.309 -5.224 -0.002 -0.130 -0.052
H -1.393 -6.140 6.683 0.078 0.143 0.064
H 0.885 -3.115 -1.886 2.229 0.122 -0.345
H -2.309 3.844 -0.257 -0.109 -0.029 0.044
```
Positions in Å, forces in eV/Å.

For the HOMO energy, the calculation gives -2.38 eV. The spin multiplicity is 1. For the total energy, the calculation gives -2354.15818 Eh. The charge is -1. The value obtained for the largest force on an atom is 8.23 eV/Å.

---

- Which value of spin multiplicity does entry 3 give?
  1